[1]
Formula: C3H5NOS
Source: the Open Molecules 2025 dataset
Level of theory: wB97M-V/def2-TZVPD

HOMO energy   -8.41 eV
SMILES string   ON1CCC1=S
Max |F|   0.078 Eh/bohr
Energy relative to the best compared isomer or geometry (same formula, charge and spin)   323.0 kJ/mol
Kohn-Sham gap   9.19 eV

Structure (ORCA input):
```
! RIJCOSX wB97M-V def2-TZVPD def2/J DEFGRID3
* xyz 0 1
O 0.0781 2.0973 -0.0154
N 0.0198 0.7740 -0.0407
C -1.1604 -0.1269 -0.0558
C -0.0359 -1.2803 0.0332
C 0.9636 -0.1458 -0.0312
S 2.5647 0.1226 -0.0381
H 1.1224 2.3072 0.2236
H -1.8139 -0.1182 -1.0350
H -1.7699 0.0499 0.8769
H -0.0041 -1.8879 0.9579
H 0.0356 -1.7920 -0.8754
*
```

Partial atomic charges computed with the Mulliken method, in multiples of e: -0.437, 0.202, -0.446, -0.438, 0.216, -0.486, 0.367, 0.248, 0.269, 0.260, 0.245


[2]
Formula: C5H4N2O
Source: the Open Molecules 2025 dataset
Level of theory: wB97M-V/def2-TZVPD

HOMO energy   -10.05 eV
SMILES string   N#C/C=C/OCC#N
Max |F|   0.073 Eh/bohr
Energy relative to the best compared isomer or geometry (same formula, charge and spin)   179.1 kJ/mol
Kohn-Sham gap   10.26 eV

Structure (ORCA input):
```
! RIJCOSX wB97M-V def2-TZVPD def2/J DEFGRID3
* xyz 0 1
N 0.0259 -1.7838 3.2014
C 0.1502 -1.1385 2.2710
C 0.2965 -0.4392 1.0393
C -0.8760 0.1232 0.5742
O -0.9919 1.0475 -0.4234
C 0.1162 1.0777 -1.2418
C 0.2535 -0.2898 -1.9368
N 0.5690 -1.3653 -2.3066
H 1.2362 -0.4283 0.4629
H -1.8676 -0.1199 1.0014
H 0.0252 1.9889 -1.9344
H 1.0629 1.3273 -0.7073
*
```

Partial atomic charges computed with the Mulliken method, in multiples of e: -0.387, 0.011, -0.161, -0.067, -0.333, -0.295, 0.298, -0.389, 0.358, 0.376, 0.299, 0.290


[3]
Formula: C4H37N2O12S2
Source: the Open Molecules 2025 dataset
Level of theory: wB97M-V/def2-TZVPD

HOMO energy   -11.01 eV
Max |F|   0.075 Eh/bohr
Energy relative to the best compared isomer or geometry (same formula, charge and spin)   430.1 kJ/mol
Kohn-Sham gap   8.59 eV

Structure (ORCA input):
```
! RIJCOSX wB97M-V def2-TZVPD def2/J DEFGRID3
* xyz 1 1
N -1.5132 -0.9265 3.7559
C -0.7375 -2.2152 3.5562
C -0.3873 -2.5437 2.1258
S 1.2535 -1.9830 1.6396
S 0.9166 -0.0223 1.1221
C -0.2698 0.1186 -0.2207
C -0.3867 1.5970 -0.6609
N -1.2594 2.0950 -1.7094
H -2.1710 -0.8833 4.6019
H -2.1820 -0.5840 3.0349
H -0.8547 -0.1632 3.8192
H -1.3462 -3.0866 4.0137
H 0.0312 -2.2845 4.3041
H -1.1811 -2.3406 1.3719
H -0.4320 -3.6301 1.9361
H -1.3510 0.0910 -0.0221
H -0.0326 -0.6104 -0.9453
H -0.5818 2.3059 0.1727
H 0.6497 1.9260 -0.8450
H -1.0650 1.8627 -2.6982
H -2.1981 1.7103 -1.6247
H -4.2944 -2.0634 2.2774
H -3.1382 -2.1929 1.2229
O -3.3964 -1.8826 2.0966
H 0.7927 1.2039 3.9238
H 0.8159 1.6517 5.2292
O 0.1861 1.1365 4.6911
H -3.7344 0.0399 -2.9933
H -3.5865 -0.6144 -4.1257
O -3.2954 0.2657 -3.8095
H 0.9923 2.4354 -2.9479
H 1.4795 2.4842 -4.5172
O 1.0368 1.9705 -3.8417
H 3.4933 2.5541 0.5601
H 4.6525 2.1947 1.4462
O 3.8940 2.7736 1.3984
H 4.7224 -0.5427 0.5764
H 3.8487 0.7136 0.1723
O 4.1590 0.1851 0.9268
H -2.0169 -2.6854 -1.1515
H -2.5907 -3.9749 -0.6907
O -2.3296 -3.1279 -0.3265
H 1.4086 -0.3147 -3.8008
H 2.1843 -1.3843 -3.0001
O 1.8921 -0.4851 -2.9984
H 3.1196 1.0245 -2.1303
H 4.1682 1.9961 -2.1674
O 3.6729 1.4981 -1.4686
H 0.0500 -2.4075 -2.4035
H -0.9772 -1.2602 -2.6273
O -0.8683 -2.1246 -2.1419
H 0.0197 0.4757 -3.8721
H -1.6199 0.1828 -4.0831
O -0.7617 -0.0980 -3.7428
H 0.5763 4.0766 2.6729
H 0.1527 2.7641 2.0293
O 0.3905 3.0992 2.8890
*
```

Partial atomic charges computed with the Mulliken method, in multiples of e: -0.005, -0.397, -0.182, -0.130, 0.123, 0.390, -0.667, -0.541, 0.385, 0.375, 0.066, 0.332, 0.390, -0.227, 0.318, 0.183, -0.074, -0.092, 0.564, 0.221, 0.234, 0.264, 0.334, -0.552, 0.150, 0.364, -0.718, 0.298, 0.334, -0.649, 0.289, 0.263, -0.602, 0.285, 0.337, -0.621, 0.289, 0.333, -0.600, 0.370, 0.272, -0.620, 0.331, 0.234, -0.513, 0.269, 0.315, -0.598, 0.240, 0.401, -0.667, 0.224, 0.255, -0.649, 0.286, 0.398, -0.609


[4]
Formula: C2H5N2S3
Source: the Open Molecules 2025 dataset
Level of theory: wB97M-V/def2-TZVPD

HOMO energy (spin up / spin down)   -12.70 / -12.70 eV
Max |F|   0.069 Eh/bohr
Energy relative to the best compared isomer or geometry (same formula, charge and spin)   109.0 kJ/mol
Kohn-Sham gap (spin up / spin down)   7.94 / 7.94 eV

Structure (ORCA input):
```
! RIJCOSX wB97M-V def2-TZVPD def2/J DEFGRID3
* xyz 1 1
C -0.8089 -0.9827 0.3411
C -1.3840 0.9594 1.0092
N -0.7173 -0.0709 1.2978
N -1.7992 -0.8118 -0.5879
S -2.3834 0.8100 -0.4332
S 1.7650 1.6513 0.0516
S 1.4105 -0.2869 -0.5059
H -0.2580 -1.8618 0.4481
H -1.5473 1.8792 1.6639
H -1.9451 -1.4818 -1.3734
H 2.6276 1.1190 1.0183
H 0.9680 -0.1505 -1.7665
*
```

Partial atomic charges computed with the Mulliken method, in multiples of e: -0.310, 0.095, -0.305, -0.143, 0.134, -0.117, -0.105, 0.630, 0.336, 0.302, 0.246, 0.237